Entry 1:
C34H53BN11O2RbS4 | wB97M-V/def2-TZVPD

Last column: Löwdin charge in e.
Element x y z (Å)
Rb  1.166  -0.556  0.068  0.634
C  1.780  -3.339  3.806  -0.092
C  1.834  -2.421  5.022  -0.543
C  3.306  -2.038  5.241  -0.035
C  1.287  -3.176  6.236  -0.029
N  1.054  -1.158  4.881  0.000
C  1.233  -0.152  5.829  -0.069
C  0.448  0.871  5.479  -0.081
N  -0.227  0.523  4.327  0.013
B  -1.122  1.583  3.642  -0.596
N  -2.405  0.909  3.070  0.023
C  -3.241  0.351  4.018  -0.076
C  -4.223  -0.303  3.387  -0.053
N  -4.004  -0.155  2.022  0.001
C  -2.880  0.614  1.834  -0.713
S  -2.246  1.115  0.335  0.626
C  -4.874  -0.756  0.975  -0.551
C  -4.059  -1.711  0.098  -0.045
C  -5.534  0.348  0.147  -0.050
C  -5.976  -1.575  1.647  -0.063
N  -0.378  2.513  2.634  0.045
C  -1.075  3.623  2.200  -0.100
C  -0.234  4.430  1.547  -0.050
N  1.018  3.817  1.558  0.000
C  0.923  2.634  2.256  -0.672
S  2.216  1.576  2.614  0.597
C  2.261  4.490  1.085  -0.550
C  2.997  3.618  0.069  -0.052
C  3.148  4.827  2.285  -0.044
C  1.885  5.793  0.378  -0.059
C  0.116  -0.744  3.970  -0.707
S  -0.609  -1.636  2.715  0.578
H  2.421  -4.197  4.022  0.085
H  2.155  -2.838  2.915  0.075
H  0.773  -3.685  3.600  0.031
H  3.926  -2.933  5.165  0.085
H  3.483  -1.596  6.221  0.073
H  3.624  -1.325  4.479  0.093
H  1.873  -4.081  6.407  0.087
H  0.248  -3.461  6.059  0.092
H  1.328  -2.563  7.138  0.078
H  1.913  -0.245  6.655  0.113
H  0.327  1.839  5.932  0.122
H  -1.497  2.308  4.540  0.122
H  -3.041  0.452  5.071  0.125
H  -5.032  -0.872  3.800  0.106
H  -3.304  -1.169  -0.464  0.028
H  -4.731  -2.224  -0.594  0.084
H  -3.559  -2.455  0.723  0.090
H  -4.779  0.962  -0.340  0.026
H  -6.146  0.984  0.791  0.089
H  -6.179  -0.101  -0.613  0.084
H  -5.562  -2.390  2.243  0.089
H  -6.596  -2.011  0.863  0.087
H  -6.619  -0.957  2.275  0.084
H  -2.130  3.733  2.382  0.125
H  -0.431  5.360  1.053  0.106
H  3.342  2.693  0.523  0.030
H  3.854  4.169  -0.325  0.090
H  2.320  3.382  -0.754  0.065
H  3.446  3.918  2.805  0.032
H  2.607  5.472  2.982  0.091
H  4.044  5.352  1.946  0.087
H  1.217  5.611  -0.466  0.089
H  2.799  6.247  -0.004  0.088
H  1.418  6.507  1.058  0.084
N  0.438  -3.103  -1.904  0.050
C  1.277  -2.751  -3.046  -0.311
C  1.895  -3.969  -3.762  -0.142
C  3.082  -3.727  -4.694  -0.163
C  2.825  -2.796  -5.892  -0.166
N  1.467  -2.833  -6.415  0.047
C  0.591  -1.796  -6.301  -0.540
N  -0.551  -1.909  -7.051  0.149
N  0.846  -0.803  -5.517  0.124
C  2.366  -1.817  -2.522  -0.569
O  2.830  -1.962  -1.409  -0.062
O  2.801  -0.864  -3.317  0.095
H  1.025  -3.497  -1.175  0.074
H  -0.241  -3.808  -2.162  0.085
H  0.654  -2.201  -3.753  0.118
H  1.098  -4.459  -4.327  0.112
H  2.213  -4.669  -2.985  0.122
H  3.401  -4.702  -5.068  0.109
H  3.923  -3.325  -4.122  0.117
H  3.510  -3.068  -6.697  0.120
H  3.043  -1.766  -5.632  0.098
H  1.226  -3.579  -7.042  0.136
H  -0.766  -2.764  -7.531  0.093
H  -1.325  -1.312  -6.826  0.098
H  2.268  -0.778  -4.163  0.077
H  0.117  -0.100  -5.530  0.050
S  1.445  2.916  -4.394  1.061
C  1.800  1.961  -2.989  -0.477
N  0.829  1.287  -2.487  0.032
C  -0.328  1.468  -3.239  -0.321
C  -1.552  0.838  -3.009  -0.039
C  -2.598  1.086  -3.873  -0.073
C  -2.447  1.948  -4.967  -0.092
C  -1.242  2.579  -5.213  -0.098
C  -0.186  2.330  -4.339  -0.494
H  2.810  1.945  -2.597  0.085
H  -1.672  0.193  -2.146  0.058
H  -3.559  0.620  -3.691  0.106
H  -3.287  2.130  -5.627  0.102
H  -1.121  3.255  -6.051  0.107

E_HOMO   -0.237 hartree
Molecular weight   872.4 g/mol
ΔE to the lowest compared entry with this formula, charge and spin   28.2 kJ/mol
Frontier orbital gap   6.4 eV
Total charge   0
2S+1   1

***

Entry 2:
C3H7NO2 | wB97M-V/def2-TZVPD

Last column: natural (NBO) charge in e.
Element x y z (Å)
C  0.741  -1.407  -0.130  -0.647
C  0.008  -0.178  0.362  0.192
C  -0.406  0.896  -0.636  -0.130
O  -0.230  0.564  -1.993  -0.703
N  -0.226  -0.028  1.611  -0.139
O  -0.869  1.197  1.828  -0.587
H  0.155  -2.327  -0.035  0.242
H  0.961  -1.317  -1.199  0.191
H  1.705  -1.543  0.367  0.238
H  0.123  1.825  -0.364  0.190
H  -1.475  1.089  -0.499  0.211
H  0.563  0.026  -2.090  0.460
H  -1.050  1.202  2.777  0.481

E_HOMO   -0.355 hartree
Molecular weight   89.1 g/mol
ΔE to the lowest compared entry with this formula, charge and spin   289.6 kJ/mol
Frontier orbital gap   10.5 eV
Total charge   0
2S+1   1
SMILES   C/C(CO)=N/O

***

Entry 3:
C17H31Cl3O2P2Pb | wB97M-V/def2-TZVPD

Last column: natural (NBO) charge in e.
Element x y z (Å)
P  0.050  -1.651  -2.850  0.848
P  0.180  1.566  -2.714  0.845
C  -0.232  -0.676  -4.406  -0.714
C  0.404  0.719  -4.356  -0.712
H  -1.321  -0.614  -4.551  0.223
H  0.194  -1.268  -5.227  0.212
H  1.489  0.674  -4.537  0.223
H  -0.041  1.382  -5.111  0.214
C  -1.482  2.294  -2.982  -0.949
H  -1.698  3.004  -2.173  0.238
H  -2.253  1.511  -2.986  0.234
H  -1.491  2.821  -3.944  0.214
C  1.263  3.014  -2.967  -0.948
H  0.948  3.568  -3.864  0.211
H  2.301  2.668  -3.090  0.234
H  1.197  3.661  -2.082  0.239
C  -0.987  -3.118  -3.145  -0.951
H  -0.854  -3.811  -2.303  0.239
H  -0.695  -3.606  -4.086  0.211
H  -2.040  -2.806  -3.197  0.234
C  1.732  -2.283  -3.222  -0.950
H  2.471  -1.471  -3.191  0.235
H  1.734  -2.736  -4.221  0.215
H  2.005  -3.043  -2.479  0.236
Pb  -0.949  -0.516  5.060  1.217
C  0.766  1.515  0.825  -0.171
C  -0.554  1.400  0.620  -0.207
C  -1.338  0.439  -0.204  -0.501
C  -1.745  -0.919  0.433  -0.434
C  -0.615  -1.867  0.676  -0.179
C  0.702  -1.712  0.490  -0.198
C  1.428  -0.672  -0.292  -0.532
C  1.889  0.609  0.431  -0.434
C  0.349  -2.221  5.742  -1.185
H  1.100  2.389  1.403  0.203
H  -1.203  2.115  1.140  0.198
H  -0.814  0.190  -1.141  0.252
H  -2.279  0.936  -0.507  0.207
H  -2.332  -0.752  1.359  0.207
H  -2.456  -1.408  -0.265  0.212
H  -0.939  -2.813  1.133  0.194
H  1.358  -2.512  0.860  0.197
H  0.792  -0.336  -1.124  0.272
H  2.320  -1.142  -0.736  0.207
H  2.465  0.334  1.332  0.212
H  2.605  1.142  -0.232  0.214
H  1.154  -1.851  6.394  0.238
H  0.783  -2.701  4.852  0.226
H  -0.277  -2.943  6.278  0.220
Cl  -1.372  3.008  8.665  0.107
C  -1.263  1.946  7.306  -0.207
Cl  -1.644  0.233  7.797  0.015
Cl  -2.400  2.430  6.000  0.029
C  0.190  1.979  6.646  0.734
O  0.929  2.902  6.924  -0.572
O  0.476  1.002  5.821  -0.824

E_HOMO   -0.282 hartree
Molecular weight   642.9 g/mol
ΔE to the lowest compared entry with this formula, charge and spin   0.0 kJ/mol
Frontier orbital gap   7.3 eV
Total charge   0
2S+1   1

***

Entry 4:
C32H55MoNO2P2S | wB97M-V/def2-TZVPD

Last column: Löwdin spin population.
Element x y z (Å)
Mo  -1.243  -0.252  0.329  0.877
C  -2.324  1.105  1.388  0.025
O  -2.877  1.917  2.019  0.042
C  0.109  -1.315  -0.765  -0.005
O  0.809  -1.984  -1.416  -0.005
P  -2.453  0.468  -1.739  0.003
C  -1.558  1.693  -2.833  0.001
H  -2.185  1.848  -3.718  0.000
C  -3.027  -0.873  -2.938  0.010
H  -2.177  -1.568  -2.932  0.000
C  -4.051  1.377  -1.353  -0.001
H  -3.697  2.212  -0.735  0.000
C  -1.398  -0.828  3.937  -0.001
P  -0.239  -1.055  2.476  0.005
H  1.786  -0.804  3.792  0.000
H  -1.560  0.257  3.937  0.000
C  0.226  -2.880  2.606  0.004
H  0.175  -3.056  3.689  0.000
C  -4.286  -1.645  -2.508  0.001
H  -5.185  -1.207  -2.952  0.000
H  -4.424  -1.679  -1.426  0.000
H  -4.214  -2.678  -2.869  0.000
C  -3.203  -0.375  -4.377  0.002
H  -3.889  -1.044  -4.911  0.001
H  -2.256  -0.351  -4.917  0.000
H  -3.631  0.632  -4.402  0.000
C  -4.825  1.952  -2.547  0.000
H  -4.191  2.526  -3.230  0.000
H  -5.610  2.623  -2.180  0.000
H  -5.317  1.159  -3.118  0.000
C  -4.986  0.525  -0.484  0.000
H  -5.553  1.177  0.191  0.000
H  -4.432  -0.196  0.120  0.000
H  -5.708  -0.026  -1.096  0.000
C  -1.368  3.042  -2.130  -0.002
H  -2.183  3.739  -2.344  0.000
H  -0.431  3.505  -2.460  0.000
H  -1.313  2.915  -1.042  -0.002
C  -0.207  1.121  -3.285  0.000
H  0.478  1.033  -2.436  0.000
H  0.251  1.784  -4.028  0.000
H  -0.306  0.126  -3.730  0.000
C  -0.860  -1.237  5.316  0.000
H  0.224  -1.120  5.403  0.000
H  -1.115  -2.276  5.546  0.000
H  -1.325  -0.610  6.086  0.000
C  -2.757  -1.497  3.686  0.000
H  -2.658  -2.585  3.607  0.000
C  2.264  0.056  1.879  0.011
H  -3.223  -1.131  2.769  0.000
H  -3.430  -1.285  4.524  0.000
C  0.954  1.176  3.724  0.002
H  2.098  1.034  1.415  -0.001
H  3.301  0.019  2.234  0.004
H  2.144  -0.701  1.099  0.001
C  1.300  -0.159  3.052  0.006
H  1.801  1.867  3.633  0.000
H  0.727  1.057  4.787  0.000
H  0.087  1.645  3.246  0.001
C  1.644  -3.233  2.126  0.001
H  1.747  -3.061  1.049  0.000
H  1.828  -4.299  2.304  0.000
H  2.426  -2.669  2.636  0.000
C  -0.786  -3.821  1.940  0.000
H  -1.814  -3.525  2.150  0.000
H  -0.635  -4.840  2.316  0.000
H  -0.656  -3.842  0.854  0.000
H  0.184  0.994  0.531  0.011
H  -0.190  1.252  -0.182  -0.023
N  0.559  0.154  0.162  0.044
S  2.011  0.337  -0.999  0.036
C  3.574  -0.637  -0.555  0.119
C  4.658  0.015  0.079  0.260
C  5.787  -0.694  0.501  0.034
C  5.867  -2.069  0.295  0.088
C  4.828  -2.732  -0.353  0.258
C  3.699  -2.028  -0.782  0.045
C  2.808  1.899  -1.381  0.028
C  3.598  1.777  -2.544  0.044
C  4.435  2.799  -2.964  0.005
C  4.491  3.976  -2.228  0.018
C  3.700  4.123  -1.075  0.040
C  2.854  3.080  -0.638  -0.003
H  0.678  -0.498  0.773  0.000
H  4.624  1.074  0.287  0.006
H  6.593  -0.179  1.006  -0.001
H  6.733  -2.621  0.637  0.001
H  4.892  -3.802  -0.513  0.009
H  2.942  -2.607  -1.266  -0.001
H  3.599  0.853  -3.116  0.000
H  5.051  2.660  -3.847  0.000
H  5.160  4.763  -2.552  0.000
H  3.771  5.041  -0.511  0.002
H  2.283  3.186  0.272  -0.001

E_HOMO (alpha / beta)   -0.730 / -0.727 hartree
Molecular weight   675.8 g/mol
Frontier orbital gap (alpha / beta)   5.7 / 3.4 eV
Total charge   +4
<S²>   2.04
2S+1   3